This record from OMol25 describes a molecular structure, C20H31CuN8O3P. The level of theory is ωB97M-V/def2-TZVPD.

CARTESIAN COORDINATES (ANGSTROEM)
Cu -0.283678 -0.192038 0.089436
C -4.968278 -0.336838 -0.947964
N -4.447578 -0.776638 0.334236
C -5.384178 -1.548238 1.123036
C -3.178578 -0.534638 0.631436
O -2.413078 0.036762 -0.161064
C -2.642178 -0.990638 1.993436
O -1.325478 -0.528138 2.216436
C -1.172878 0.662962 2.967936
C -0.387278 1.723962 2.194936
O -0.022178 1.518262 1.024736
N -0.067878 2.851062 2.811736
C -0.464578 3.228662 4.151236
C 0.735422 3.846462 2.121936
H -5.947278 0.116862 -0.801364
H -5.063478 -1.180938 -1.633364
H -4.287478 0.392962 -1.378364
H -6.327378 -1.005638 1.195536
H -5.024678 -1.751138 2.125936
H -5.583578 -2.500738 0.625636
H -2.579378 -2.083838 2.002336
H -3.310178 -0.666938 2.797136
H -0.601978 0.401062 3.871636
H -2.142978 1.075962 3.265336
H -0.984578 2.433862 4.671536
H -1.117378 4.101362 4.105836
H 0.419322 3.497562 4.732636
H 0.802022 3.594462 1.066336
H 1.739522 3.878962 2.548636
H 0.277822 4.827862 2.235136
C 5.117822 -0.379138 -0.309064
N 3.864022 -0.467038 0.391536
C 3.684122 -0.353538 1.732536
C 2.337122 -0.461638 1.959536
N 1.707022 -0.646738 0.779736
C 2.642222 -0.640538 -0.161264
P 2.349022 -0.959138 -1.937464
C 0.920322 -2.072338 -1.669064
N -0.141778 -1.856238 -0.901964
C -0.935578 -2.942438 -1.003064
C -0.342378 -3.843738 -1.845964
N 0.822422 -3.284538 -2.253064
C 1.802622 -3.861238 -3.134164
C 1.361122 0.540762 -2.278264
N 0.214822 0.832562 -1.684264
C -0.213678 2.002862 -2.194064
C 0.691322 2.430962 -3.130464
N 1.677822 1.496762 -3.181664
C 2.858522 1.540262 -4.002564
H 5.925622 -0.279338 0.412136
H 5.130722 0.489462 -0.969064
H 5.287722 -1.274638 -0.908564
H 4.498122 -0.217238 2.416936
H 1.800822 -0.439338 2.886336
H -1.866778 -3.014438 -0.482064
H -0.668378 -4.813538 -2.163064
H 1.470422 -4.843738 -3.461764
H 2.757022 -3.964438 -2.615164
H 1.947822 -3.225638 -4.009364
H -1.132678 2.445162 -1.866864
H 0.695322 3.310062 -3.741464
H 2.676722 2.177262 -4.865464
H 3.110722 0.537662 -4.350464
H 3.703922 1.944162 -3.441164

Forces on atoms 1 to 6 (eV/Å):
Cu 0.3 0.2 0.0
C 0.1 0.2 -0.4
N 0.1 0.2 -0.1
C -0.2 -0.3 0.2
C 0.0 0.0 0.2
O 0.4 0.0 0.2

Values from the calculation:
**Expectation value of S²**: 0.752
**Energy**: -93223.5115 eV
**HOMO level (spin up / spin down)**: -0.51442 / -0.51428 Eh
**Charge**: +2
**Spin multiplicity**: 2
**Maximum force**: 0.0166 Eh/bohr

Atom charges from the Löwdin analysis, given in e for atoms 1 to 8: 0.603 -0.002 -0.129 -0.012 -0.395 0.008 -0.083 -0.145